(1)
DFT (ωB97M-V/def2-TZVPD) results for C3H6N2S2 in the gas phase at a distorted geometry.

Calculated values
Calculated total energy   -1023.714024 a.u.
Charge   0
HOMO   -8.1 eV
LUMO level   0.0296 hartree
Gap between HOMO and LUMO   8.88 eV
SMILES   CSN1CSC=N1

Element x y z (Å)
C (-2.217, 0.788, 0.782)
C (-1.005, -0.891, -0.745)
C (2.533, 0.104, 0.229)
N (-0.973, 0.973, 0.794)
N (-0.234, 0.107, 0.048)
S (-2.744, -0.524, -0.278)
S (1.128, 0.798, -0.782)
H (-2.950, 1.511, 1.148)
H (-0.966, -0.811, -1.797)
H (-1.002, -1.999, -0.489)
H (3.311, 0.700, -0.113)
H (2.678, -0.981, -0.067)
H (2.440, 0.226, 1.271)

Forces on atoms 1 to 6 (eV/Å):
-0.40 -0.19 -1.12
-1.92 -1.04 1.75
-1.81 -1.98 -2.01
0.24 1.26 0.66
1.01 -1.32 -1.27
-0.69 0.17 0.08

=====

(2)
DFT (ωB97M-V/def2-TZVPD) results for a gas-phase ion, C3H6N3 (charge +1) at a distorted geometry.

Calculated values
Calculated total energy   -281.852191 a.u.
Charge   +1
HOMO   -16.2 eV
LUMO level   -0.1730 hartree
Gap between HOMO and LUMO   11.45 eV
SMILES   C[n+]1ccn[nH]1

Element x y z (Å)
C (1.784, -0.636, -0.214)
C (0.460, -0.986, -0.337)
C (-1.653, 0.254, 0.007)
N (1.865, 0.503, 0.400)
N (0.671, 0.950, 0.581)
N (-0.241, 0.015, 0.163)
H (2.660, -1.109, -0.626)
H (-0.007, -1.953, -0.700)
H (-1.673, 1.412, 0.335)
H (-2.034, 0.031, -1.112)
H (-2.200, -0.340, 0.656)
H (0.367, 1.860, 0.847)

Forces on atoms 1 to 6 (eV/Å):
0.76 -1.26 -0.52
-1.04 -2.01 -0.51
-0.10 3.82 -2.22
0.80 2.54 0.30
-1.24 -2.51 -0.65
1.05 -0.07 -0.60

=====

(3)
DFT (ωB97M-V/def2-TZVPD) results for 2 unconnected molecules or ions with the total composition C3H6N3 at a distorted geometry.

Calculated values
Calculated total energy   -281.590825 a.u.
Multiplicity   3
<S²>   2.0444
Charge   +1
HOMO (alpha / beta)   -10.8 / -13.5 eV
LUMO level (alpha / beta)   -0.2387 / -0.3053 hartree
Gap between HOMO and LUMO (alpha / beta)   4.29 / 5.15 eV

Element x y z (Å)
C (2.617, -0.083, 0.424)
C (2.232, 0.077, -0.788)
C (-1.176, 0.325, 0.437)
N (-3.439, -0.064, -0.163)
N (-2.340, -0.150, 0.204)
N (-0.230, 0.320, -0.441)
H (3.596, -0.437, 0.700)
H (1.993, -0.032, 1.250)
H (2.225, 0.481, -1.714)
H (-1.149, 0.627, 1.425)
H (-3.967, -1.043, 0.098)
H (-0.360, -0.021, -1.433)

Forces on atoms 1 to 6 (eV/Å):
1.22 -0.90 -0.59
0.07 0.14 1.51
2.41 0.06 -1.84
-2.48 -2.74 0.62
-2.15 -1.03 -0.61
0.13 0.41 -0.66

=====

(4)
DFT (ωB97M-V/def2-TZVPD) results for a molecular structure, C3H6N3O at a distorted geometry.

Calculated values
Calculated total energy   -356.893050 a.u.
Charge   +1
HOMO (alpha / beta)   -13.5 / -13.8 eV
LUMO level (alpha / beta)   -0.1757 / -0.2071 hartree
Gap between HOMO and LUMO (alpha / beta)   8.71 / 8.17 eV

Element x y z (Å)
C (-0.463, -1.402, -0.547)
C (-0.274, 1.244, 0.157)
C (0.483, -1.065, 0.480)
N (-2.038, -0.226, -0.303)
N (0.703, 0.324, 0.076)
N (-1.555, 0.877, 0.093)
O (1.813, 0.681, -0.620)
H (-0.526, -1.973, -1.444)
H (-0.001, 2.284, 0.065)
H (0.094, -1.094, 1.502)
H (1.409, -1.639, 0.421)
H (-2.270, 1.592, 0.284)
H (2.627, 0.398, -0.166)

Forces on atoms 1 to 6 (eV/Å):
-4.82 2.31 0.74
1.46 -0.19 -0.36
-0.01 0.02 -0.16
3.24 -4.88 -1.29
-0.32 0.91 0.86
0.22 1.52 0.71

=====

(5)
DFT (ωB97M-V/def2-TZVPD) results for 2 unconnected molecules or ions with the total composition C3H6N3O at a distorted geometry.

Calculated values
Calculated total energy   -357.063260 a.u.
Charge   +1
HOMO   -14.1 eV
LUMO level   -0.1566 hartree
Gap between HOMO and LUMO   9.81 eV

Element x y z (Å)
C (-1.333, 1.037, -2.094)
C (-0.387, 0.039, -0.410)
C (1.034, -0.942, 1.418)
N (-2.297, 0.604, -1.370)
N (-1.671, 0.024, -0.276)
N (2.030, -0.151, 1.336)
O (-0.105, 0.701, -1.548)
H (-1.389, 1.414, -3.030)
H (0.183, -0.795, 2.048)
H (1.218, -1.866, 0.874)
H (-2.209, -0.442, 0.354)
H (2.728, -0.339, 0.696)
H (2.199, 0.716, 2.002)

Forces on atoms 1 to 6 (eV/Å):
-0.01 -2.31 3.42
1.98 -0.69 1.14
0.03 -0.43 -1.70
-0.51 0.63 -0.36
0.95 2.07 -3.85
0.06 3.45 4.28

=====

(6)
DFT (ωB97M-V/def2-TZVPD) results for a molecular structure, C3H6N3O6P3 at a distorted geometry.

Calculated values
Calculated total energy   -1757.687881 a.u.
Charge   0
HOMO   -8.0 eV
LUMO level   -0.0220 hartree
Gap between HOMO and LUMO   7.42 eV

Element x y z (Å)
C (2.377, 2.022, 0.152)
C (0.803, 0.287, -1.551)
C (-0.133, -1.580, -2.600)
N (-0.218, 1.691, 0.790)
N (1.618, -0.305, 1.120)
N (-1.008, -0.734, 1.920)
O (3.259, 2.187, -0.624)
O (0.333, -0.918, -1.583)
O (-0.469, -2.843, -2.474)
O (0.865, -2.491, 2.364)
O (-2.156, 1.417, 2.494)
O (-2.538, 0.401, 0.159)
P (1.029, 0.904, 0.055)
P (0.511, -1.234, 1.765)
P (-1.397, 0.730, 1.287)
H (2.421, 2.720, 1.009)
H (0.816, 0.824, -2.641)
H (-0.045, -1.052, -3.506)
H (-0.294, -3.235, -1.709)
H (-2.339, 0.680, 3.073)
H (-3.436, 0.530, 0.501)

Forces on atoms 1 to 6 (eV/Å):
1.10 2.74 0.89
1.26 3.87 -2.76
1.52 1.25 3.19
-0.44 -1.12 -0.74
-1.32 0.56 -1.79
1.21 0.40 -1.04

=====

(7)
DFT (ωB97M-V/def2-TZVPD) results for C3H6N3P in the gas phase at a distorted geometry.

Calculated values
Calculated total energy   -623.515808 a.u.
Charge   0
HOMO   -9.6 eV
LUMO level   0.0357 hartree
Gap between HOMO and LUMO   10.58 eV
SMILES   CPn1cncn1

Element x y z (Å)
C (0.246, 0.153, -2.176)
C (1.683, -0.671, -0.884)
C (-1.461, 0.018, 1.611)
N (1.432, -0.507, -2.134)
N (-0.268, 0.425, -1.010)
N (0.589, -0.065, -0.111)
P (0.382, -0.059, 1.600)
H (-0.231, 0.419, -3.099)
H (2.520, -1.127, -0.405)
H (-1.867, -0.978, 1.432)
H (-1.799, 0.695, 0.828)
H (-1.792, 0.363, 2.588)
H (0.566, 1.333, 1.760)

Forces on atoms 1 to 6 (eV/Å):
0.03 0.00 0.15
-2.82 1.57 1.94
0.23 -0.18 -0.08
0.57 -0.30 -0.54
-0.60 0.44 -0.08
2.85 -1.76 -2.20

=====

(8)
DFT (ωB97M-V/def2-TZVPD) results for C3H6N3P in the gas phase at a distorted geometry.

Calculated values
Calculated total energy   -623.383282 a.u.
Charge   0
HOMO (alpha / beta)   -8.5 / -8.3 eV
LUMO level (alpha / beta)   -0.0386 / 0.0073 hartree
Gap between HOMO and LUMO (alpha / beta)   7.42 / 8.53 eV

Element x y z (Å)
C (-1.910, -0.740, -0.066)
C (-1.857, 0.711, 0.204)
C (-0.736, -1.349, -0.199)
N (-0.881, 1.418, -0.033)
N (0.418, -0.675, -0.378)
N (2.408, 1.040, -0.240)
P (1.954, -0.510, 0.253)
H (-2.836, -1.127, -0.121)
H (-2.774, 1.049, 0.560)
H (-0.633, -2.354, -0.394)
H (3.400, 1.174, -0.230)
H (1.789, 1.539, -0.879)
H (1.658, -0.175, 1.525)

Forces on atoms 1 to 6 (eV/Å):
2.32 2.15 0.85
0.33 -2.24 -1.07
0.85 1.39 -0.61
1.41 0.87 0.11
1.10 1.12 0.15
-0.55 -0.54 -0.17

=====

(9)
DFT (ωB97M-V/def2-TZVPD) results for C3H6N3P in the gas phase at a distorted geometry.

Calculated values
Calculated total energy   -623.461986 a.u.
Charge   0
HOMO   -9.8 eV
LUMO level   0.0266 hartree
Gap between HOMO and LUMO   10.53 eV
SMILES   CPn1ccnn1

Element x y z (Å)
C (1.512, 0.984, -1.624)
C (0.938, 1.133, -0.413)
C (-0.713, -1.157, 1.616)
N (0.670, 0.239, -2.441)
N (-0.425, 0.012, -1.738)
N (-0.254, 0.498, -0.527)
P (-1.492, 0.329, 0.837)
H (2.615, 1.122, -1.889)
H (1.136, 1.656, 0.597)
H (0.455, -1.032, 1.688)
H (-0.883, -2.170, 1.052)
H (-1.153, -1.282, 2.673)
H (-2.407, -0.333, 0.169)

Forces on atoms 1 to 6 (eV/Å):
2.45 -1.03 -1.44
-0.58 1.05 2.83
1.05 -1.92 0.70
-0.47 0.86 1.56
0.77 -0.64 -1.20
-1.52 0.36 1.20

=====

(10)
DFT (ωB97M-V/def2-TZVPD) results for a molecular structure, C3H6N3S at a distorted geometry.

Calculated values
Calculated total energy   -679.926736 a.u.
Charge   +1
HOMO   -14.5 eV
LUMO level   -0.1995 hartree
Gap between HOMO and LUMO   9.08 eV

Element x y z (Å)
C (0.831, 1.124, 0.109)
C (-0.328, 1.923, 0.113)
C (-1.001, -1.610, 0.082)
N (1.313, -1.410, -0.209)
N (2.399, -1.069, -0.364)
N (0.225, -0.999, 0.003)
S (2.359, 1.092, 0.072)
H (-0.126, 2.744, 0.871)
H (-0.432, 2.403, -0.846)
H (-1.262, 1.223, 0.104)
H (-1.669, -0.833, 0.261)
H (-1.340, -2.102, -0.948)
H (-0.968, -2.485, 0.752)

Forces on atoms 1 to 6 (eV/Å):
1.68 -0.75 -0.34
-2.36 -0.41 0.64
-1.50 -4.07 -2.69
2.83 -0.16 -0.82
1.41 -1.58 -0.02
-0.48 3.22 0.37